The following is a DFT calculation (ωB97M-V/def2-TZVPD) of a 12-piece molecular cluster, C28H69BF4N4O7 overall at a distorted geometry.

**Highest occupied orbital energy**: -9.3 eV

Element x y z (Å)
C (-3.763, -5.558, 1.467)
C (-2.431, -4.706, 1.745)
C (-2.419, -3.941, 3.047)
N (-1.026, -3.389, 3.403)
C (-0.509, -2.448, 2.384)
C (0.018, -4.433, 3.784)
C (0.951, -3.939, 4.906)
C (0.059, -2.940, 5.528)
C (-1.159, -2.582, 4.720)
H (-3.695, -6.407, 0.828)
H (-4.398, -4.845, 1.133)
H (-4.162, -6.053, 2.321)
H (-2.409, -4.044, 0.895)
H (-1.631, -5.484, 1.597)
H (-2.750, -4.764, 3.822)
H (-3.106, -3.067, 3.098)
H (-0.171, -2.581, 1.284)
H (0.442, -1.680, 2.698)
H (-1.263, -1.836, 2.035)
H (0.687, -4.878, 3.023)
H (-0.677, -5.361, 4.144)
H (1.787, -3.659, 4.586)
H (1.321, -4.653, 5.767)
H (0.805, -2.033, 5.830)
H (-0.409, -3.279, 6.360)
H (-1.175, -1.429, 4.758)
H (-2.095, -2.968, 5.245)
B (0.473, 0.616, -0.661)
F (0.536, -0.543, 0.034)
F (0.466, 0.283, -2.051)
F (-0.565, 1.346, -0.357)
F (1.652, 1.403, -0.350)
C (4.324, 2.656, -0.866)
C (4.063, 4.147, -0.554)
N (3.887, 5.239, -0.302)
H (5.315, 2.360, -0.913)
H (4.019, 2.079, 0.043)
H (3.733, 2.300, -1.613)
C (-1.926, 1.365, 2.604)
C (-2.935, 0.608, 3.435)
N (-3.589, 0.071, 4.137)
H (-2.577, 1.890, 1.711)
H (-1.608, 2.076, 3.287)
H (-1.064, 0.822, 2.433)
C (2.851, -2.686, -1.080)
C (2.402, -3.976, -0.247)
N (2.047, -4.889, 0.357)
H (2.308, -2.319, -1.892)
H (2.602, -1.855, -0.445)
H (3.895, -2.683, -1.521)
C (-4.866, 2.910, -0.525)
C (-3.356, 3.389, -0.661)
O (-3.031, 4.106, 0.519)
H (-4.866, 2.149, 0.356)
H (-4.998, 2.310, -1.304)
H (-5.761, 3.584, -0.504)
H (-3.128, 4.080, -1.664)
H (-2.646, 2.585, -0.493)
H (-2.340, 4.659, 0.429)
C (-3.965, -2.343, -1.805)
C (-2.755, -1.569, -1.630)
O (-1.874, -2.293, -0.781)
H (-4.533, -2.300, -0.791)
H (-3.859, -3.375, -2.208)
H (-4.715, -1.793, -2.299)
H (-2.816, -0.512, -1.209)
H (-2.196, -1.606, -2.624)
H (-1.156, -1.676, -0.346)
C (0.464, 5.134, 2.083)
C (0.432, 4.525, 0.679)
O (-0.588, 5.140, -0.045)
H (1.120, 5.928, 2.060)
H (1.059, 4.572, 2.836)
H (-0.562, 5.362, 2.530)
H (-0.048, 3.437, 0.884)
H (1.377, 4.594, 0.203)
H (-0.418, 4.805, -0.746)
C (3.067, -0.388, 2.960)
C (2.613, 1.097, 2.750)
O (1.217, 1.322, 2.878)
H (2.776, -1.039, 2.107)
H (2.492, -0.722, 3.817)
H (3.919, -0.524, 3.356)
H (2.890, 1.778, 1.971)
H (2.901, 1.710, 3.566)
H (0.912, 1.523, 2.019)
C (1.573, 4.814, -3.036)
C (0.746, 3.505, -3.051)
O (-0.431, 3.612, -2.256)
H (1.089, 5.743, -3.284)
H (2.482, 4.741, -3.691)
H (1.856, 5.030, -2.001)
H (1.419, 2.573, -2.667)
H (0.410, 3.240, -3.967)
H (-0.711, 2.784, -1.962)
C (4.920, -0.837, -3.983)
C (3.749, -0.231, -3.339)
O (2.544, -0.875, -3.690)
H (4.669, -0.945, -4.989)
H (5.106, -1.765, -3.413)
H (5.789, -0.253, -3.706)
H (3.776, 0.820, -3.689)
H (3.972, -0.114, -2.372)
H (1.809, -0.373, -3.316)
C (0.492, 0.085, -6.023)
C (-1.033, -0.254, -6.398)
O (-1.597, 1.018, -6.631)
H (0.945, 0.524, -6.765)
H (0.877, -0.887, -5.830)
H (0.421, 0.698, -4.980)
H (-1.529, -0.773, -5.552)
H (-0.903, -0.805, -7.335)
H (-2.291, 1.039, -6.006)

---

The following is a DFT calculation (ωB97M-V/def2-TZVPD) of an isolated molecule of C13H13NO4S.

**Highest occupied orbital energy**: -8.8 eV
**SMILES string**: Cc1ccsc1C(=O)OCC(=O)NCc1ccco1

Element x y z (Å)
C (3.598, -2.037, -0.210)
C (2.503, -2.821, -0.844)
C (1.293, -2.308, -1.258)
C (0.793, -0.949, -1.163)
O (1.388, 0.007, -0.724)
O (-0.455, -0.863, -1.681)
C (-1.102, 0.371, -1.479)
H (-2.001, 0.350, -2.097)
H (-0.445, 1.196, -1.781)
C (-1.474, 0.529, 0.005)
O (-1.315, -0.353, 0.812)
N (-2.025, 1.729, 0.288)
H (-2.077, 2.442, -0.423)
C (-2.391, 2.114, 1.642)
C (-1.697, 3.368, 2.055)
C (-2.080, 4.676, 1.976)
C (-0.995, 5.437, 2.474)
C (-0.035, 4.534, 2.812)
O (-0.450, 3.285, 2.561)
H (0.946, 4.653, 3.225)
H (-0.943, 6.502, 2.566)
H (-3.018, 5.050, 1.619)
H (-3.475, 2.257, 1.703)
H (-2.091, 1.282, 2.284)
S (0.269, -3.527, -1.946)
C (1.473, -4.716, -1.685)
C (2.590, -4.209, -1.098)
H (3.454, -4.799, -0.849)
H (1.288, -5.731, -1.978)
H (3.924, -2.526, 0.706)
H (3.263, -1.030, 0.014)
H (4.453, -1.983, -0.885)

---

The following is a DFT calculation (ωB97M-V/def2-TZVPD) of an isolated molecule of C4H5N3O at a distorted geometry.

**Highest occupied orbital energy**: -9.8 eV
**SMILES string**: C1=NN[C@H]2C=NO[C@H]12

Element x y z (Å)
C (1.323, -1.099, 0.032)
C (-0.060, -0.613, -0.215)
C (-1.434, 1.039, -0.164)
C (0.037, 0.786, 0.311)
H (1.810, 1.705, 0.496)
H (1.736, -2.088, 0.011)
H (-0.094, -0.502, -1.360)
H (-1.962, 1.971, -0.407)
H (0.028, 0.691, 1.458)
N (1.339, 1.138, -0.185)
N (2.099, -0.104, -0.004)
N (-2.097, -0.039, 0.039)
O (-1.262, -1.178, 0.133)

---

The following is a DFT calculation (ωB97M-V/def2-TZVPD) of C46H42N3O4S3Ti as an isolated structure at a distorted geometry.

**Highest occupied orbital energy**: -10.0 eV
**Total charge**: +1

Element x y z (Å)
Ti (0.990, 0.993, 0.225)
S (3.342, 1.489, 0.622)
C (3.306, 3.240, 0.834)
C (4.414, 3.861, 1.413)
C (4.437, 5.232, 1.587)
C (3.339, 5.997, 1.208)
C (2.232, 5.388, 0.649)
C (2.203, 4.004, 0.448)
S (0.814, 3.285, -0.351)
H (5.257, 3.247, 1.706)
H (5.313, 5.706, 2.010)
H (3.351, 7.071, 1.339)
H (1.375, 5.973, 0.341)
C (0.063, 0.223, -8.621)
O (-0.646, -0.284, -7.500)
C (-0.126, -1.331, -6.837)
C (-0.784, -1.697, -5.657)
C (-0.295, -2.719, -4.879)
C (0.837, -3.439, -5.280)
C (1.432, -3.132, -6.501)
C (0.985, -2.062, -7.255)
N (1.397, -4.505, -4.550)
N (1.361, -4.571, -3.314)
C (1.051, -3.547, -2.415)
C (0.213, -3.834, -1.351)
C (-0.069, -2.912, -0.339)
C (0.512, -1.662, -0.359)
O (0.326, -0.695, 0.540)
C (1.406, -1.360, -1.411)
N (1.948, -0.112, -1.340)
C (2.817, 0.257, -2.257)
C (3.229, -0.608, -3.278)
C (2.705, -1.874, -3.352)
C (1.721, -2.281, -2.430)
H (-0.431, 1.151, -8.890)
H (0.020, -0.466, -9.468)
H (1.106, 0.426, -8.366)
H (-1.675, -1.149, -5.376)
H (-0.809, -3.004, -3.971)
H (2.275, -3.726, -6.832)
H (1.495, -1.816, -8.176)
H (-0.265, -4.806, -1.336)
H (-0.736, -3.171, 0.473)
H (3.230, 1.253, -2.166)
H (3.974, -0.277, -3.986)
H (3.060, -2.556, -4.111)
C (-5.205, -2.204, 1.621)
C (-4.310, -1.435, 0.698)
C (-3.845, -0.172, 1.035)
C (-2.951, 0.518, 0.231)
C (-2.633, 1.936, 0.600)
C (-2.495, -0.097, -0.956)
C (-1.371, 0.378, -1.725)
O (-0.345, 0.987, -1.358)
C (-3.096, -1.304, -1.393)
C (-2.771, -1.907, -2.733)
C (-3.963, -1.961, -0.548)
H (-5.397, -1.652, 2.539)
H (-4.751, -3.163, 1.878)
H (-6.159, -2.421, 1.138)
H (-4.183, 0.299, 1.950)
H (-3.546, 2.426, 0.933)
H (-2.220, 2.511, -0.222)
H (-1.950, 1.974, 1.448)
H (-1.388, 0.125, -2.791)
H (-1.727, -2.218, -2.786)
H (-2.962, -1.193, -3.537)
H (-3.392, -2.783, -2.908)
H (-4.384, -2.913, -0.853)
O (0.851, 1.287, 2.106)
S (1.940, 1.693, 3.124)
C (0.989, 2.024, 4.682)
C (-0.451, 2.369, 4.470)
C (-0.812, 3.601, 3.929)
C (-2.145, 3.967, 3.848)
C (-3.132, 3.103, 4.305)
C (-2.780, 1.862, 4.816)
C (-1.445, 1.490, 4.886)
C (2.731, 0.130, 3.714)
C (1.833, -0.842, 4.419)
C (0.854, -1.541, 3.717)
C (0.034, -2.448, 4.369)
C (0.187, -2.679, 5.728)
C (1.158, -1.986, 6.435)
C (1.971, -1.069, 5.787)
H (1.524, 2.868, 5.119)
H (1.087, 1.155, 5.326)
H (-0.040, 4.288, 3.596)
H (-2.415, 4.934, 3.444)
H (-4.172, 3.398, 4.264)
H (-3.545, 1.191, 5.186)
H (-1.172, 0.524, 5.298)
H (3.524, 0.498, 4.369)
H (3.177, -0.293, 2.818)
H (0.738, -1.373, 2.659)
H (-0.725, -2.981, 3.808)
H (-0.439, -3.404, 6.233)
H (1.283, -2.163, 7.496)
H (2.733, -0.539, 6.349)

---

The following is a DFT calculation (ωB97M-V/def2-TZVPD) of a 2-piece molecular cluster, C5H9N2O4S overall at a distorted geometry.

**Highest occupied orbital energy (alpha / beta)**: -1.6 / -4.9 eV
**2S+1**: 3
**Total charge**: -1

Element x y z (Å)
C (0.485, 1.028, 0.461)
C (1.374, 0.921, -0.615)
C (1.312, 1.312, 1.571)
C (-1.027, 1.033, 0.519)
C (1.242, 0.196, -1.950)
N (2.549, 1.405, 1.203)
N (0.284, -1.241, 2.008)
O (-0.705, -3.596, 1.685)
O (-0.386, -1.975, -0.233)
O (-2.180, -1.683, 1.338)
O (2.660, 0.978, -0.110)
S (-0.774, -2.010, 1.166)
H (1.026, 1.577, 2.541)
H (-1.620, -3.998, 1.390)
H (-1.479, 1.321, 1.520)
H (-1.469, 0.033, 0.142)
H (-1.374, 1.793, -0.227)
H (2.013, 0.444, -2.604)
H (0.375, 0.454, -2.474)
H (1.290, -0.926, -1.702)
H (1.133, -1.268, 1.492)

---

The following is a DFT calculation (ωB97M-V/def2-TZVPD) of an isolated molecule of C4H11NS2 at a distorted geometry.

**Highest occupied orbital energy**: -8.8 eV
**SMILES string**: CCSSCCN

Element x y z (Å)
N (-1.211, 0.194, 1.486)
C (-0.551, -1.093, 1.740)
C (0.970, -1.050, 1.717)
S (1.732, -1.316, 0.085)
S (1.647, 0.582, -0.695)
C (-0.026, 0.646, -1.442)
C (-0.004, 1.126, -2.902)
H (-0.542, 0.928, 1.714)
H (-1.868, 0.356, 2.249)
H (-0.900, -1.564, 2.653)
H (-0.907, -1.744, 0.959)
H (1.307, -0.051, 2.026)
H (1.340, -1.819, 2.402)
H (-0.542, -0.306, -1.322)
H (-0.507, 1.446, -0.844)
H (-0.565, 2.035, -3.018)
H (-0.390, 0.340, -3.560)
H (1.015, 1.290, -3.248)

---

The following is a DFT calculation (ωB97M-V/def2-TZVPD) of a 8-piece molecular cluster, C14H44N4O14 overall at a distorted geometry.

**Highest occupied orbital energy**: -9.2 eV
**SMILES string**: NC(N)=O.NC(N)=O.OCCO.OCCO.OCCO.OCCO.OCCO.OCCO

Element x y z (Å)
C (-2.244, -15.301, 23.936)
O (-2.199, -14.111, 23.809)
N (-1.197, -16.100, 23.584)
N (-3.342, -15.964, 24.240)
H (-1.277, -17.056, 23.900)
H (-0.370, -15.806, 23.085)
H (-4.125, -15.341, 24.376)
H (-3.333, -16.964, 24.379)
C (2.667, -24.281, 23.448)
O (1.889, -23.454, 23.881)
N (3.551, -24.841, 24.213)
N (2.621, -24.694, 22.207)
H (4.184, -25.312, 23.581)
H (3.569, -24.649, 25.204)
H (3.431, -25.182, 21.852)
H (2.086, -24.091, 21.598)
C (-2.188, -22.485, 19.455)
C (-3.166, -21.370, 19.531)
O (-3.510, -20.705, 18.292)
O (-1.025, -22.036, 20.127)
H (-2.013, -22.731, 18.408)
H (-2.472, -23.431, 19.916)
H (-2.738, -20.458, 19.949)
H (-4.104, -21.690, 19.985)
H (-4.444, -20.485, 18.331)
H (-0.346, -22.714, 20.149)
C (4.029, -15.096, 18.610)
C (4.326, -16.468, 18.215)
O (4.385, -17.329, 19.297)
O (3.786, -14.242, 17.510)
H (4.830, -14.791, 19.283)
H (3.123, -15.040, 19.212)
H (5.226, -16.415, 17.603)
H (3.568, -16.886, 17.552)
H (3.530, -17.753, 19.193)
H (3.672, -13.325, 17.770)
C (2.367, -20.640, 22.620)
C (0.828, -20.197, 22.330)
O (0.802, -18.808, 22.692)
O (3.254, -19.718, 22.054)
H (2.330, -21.572, 22.058)
H (2.555, -20.654, 23.694)
H (0.133, -20.726, 22.983)
H (0.583, -20.434, 21.295)
H (1.720, -18.533, 22.631)
H (2.943, -19.681, 21.147)
C (-3.475, -19.746, 23.406)
C (-4.671, -19.094, 22.626)
O (-5.806, -19.036, 23.517)
O (-2.803, -18.942, 24.376)
H (-2.719, -20.108, 22.709)
H (-3.930, -20.622, 23.869)
H (-5.025, -19.697, 21.790)
H (-4.512, -18.161, 22.085)
H (-5.732, -19.723, 24.183)
H (-2.160, -19.526, 24.785)
C (1.618, -19.142, 26.481)
C (0.111, -18.800, 26.699)
O (0.105, -17.917, 27.810)
O (2.101, -19.908, 27.523)
H (2.352, -18.346, 26.361)
H (1.511, -19.720, 25.563)
H (-0.538, -19.645, 26.930)
H (-0.099, -18.443, 25.691)
H (-0.798, -17.645, 27.988)
H (1.490, -19.823, 28.258)
C (1.744, -19.857, 18.502)
C (3.077, -20.306, 18.022)
O (2.858, -21.601, 17.495)
O (1.950, -18.683, 19.211)
H (1.154, -20.599, 19.041)
H (1.075, -19.680, 17.660)
H (3.795, -20.271, 18.842)
H (3.541, -19.571, 17.364)
H (3.635, -22.132, 17.683)
H (1.088, -18.314, 19.414)

---

The following is a DFT calculation (ωB97M-V/def2-TZVPD) of a 2-piece molecular cluster, C30H23F6N3 overall at a distorted geometry.

**Highest occupied orbital energy**: -7.4 eV

Element x y z (Å)
C (-5.153, -2.095, -0.254)
N (-6.171, -2.689, -0.342)
F (3.608, -6.099, 0.442)
C (2.778, -5.512, 1.334)
F (1.504, -5.552, 0.817)
F (2.758, -6.283, 2.476)
C (3.115, -4.106, 1.712)
N (2.015, -3.657, 2.601)
C (2.345, -3.526, 3.968)
C (3.208, -2.479, 4.326)
C (3.658, -2.376, 5.638)
C (3.283, -3.336, 6.588)
C (2.459, -4.405, 6.213)
C (1.964, -4.496, 4.911)
C (1.007, -2.864, 2.068)
C (-0.340, -3.110, 2.415)
C (-1.353, -2.425, 1.786)
C (-1.052, -1.317, 0.942)
C (-2.135, -0.716, 0.270)
C (-2.015, 0.260, -0.738)
C (-3.161, 1.008, -1.129)
C (-3.044, 2.013, -2.063)
C (-1.782, 2.424, -2.547)
N (-1.696, 3.459, -3.466)
C (-2.630, 3.508, -4.622)
C (-1.975, 2.768, -5.754)
F (-2.734, 2.562, -6.860)
F (-0.835, 3.456, -6.119)
F (-1.545, 1.535, -5.305)
C (-0.966, 4.616, -3.123)
C (0.420, 4.657, -3.350)
C (1.136, 5.823, -3.079)
C (0.499, 6.931, -2.505)
C (-0.880, 6.879, -2.254)
C (-1.622, 5.752, -2.606)
C (-0.634, 1.741, -2.081)
C (-0.791, 0.531, -1.431)
C (0.317, -0.916, 0.838)
C (1.315, -1.791, 1.218)
H (4.037, -4.105, 2.295)
H (3.158, -3.499, 0.808)
H (3.508, -1.768, 3.549)
H (4.303, -1.542, 5.913)
H (3.634, -3.264, 7.622)
H (2.182, -5.180, 6.928)
H (1.310, -5.304, 4.572)
H (-0.536, -3.880, 3.155)
H (-2.401, -2.697, 1.922)
H (-3.149, -1.025, 0.542)
H (-4.116, 0.739, -0.670)
H (-3.921, 2.550, -2.411)
H (-3.569, 3.008, -4.380)
H (-2.752, 4.554, -4.911)
H (0.895, 3.755, -3.750)
H (2.202, 5.836, -3.309)
H (1.088, 7.820, -2.255)
H (-1.377, 7.726, -1.779)
H (-2.705, 5.693, -2.446)
H (0.356, 2.147, -2.289)
H (0.030, -0.192, -1.428)
H (0.599, 0.064, 0.455)
H (2.348, -1.611, 0.933)

---

no.,calculated total energy (eV)
1,-61985.8779
2,-34207.1916
3,-10742.0993
4,-116661.8129
5,-27331.7196
6,-27486.6879
7,-49852.5377
8,-52254.6672